Molecular formula: C10H20
Method: DFT, wB97M-V/def2-TZVPD

Values from the calculation:
Calculated total energy = -10693.98523 eV
SMILES string = C1CCCC1.C1CCCC1
Energy above the lowest of the compared OMol25 structures with the same formula, charge and spin = 0.596 eV
Charge = 0
HOMO-LUMO gap = 0.434 hartree
LUMO level = 1.0 eV

Geometry as XYZ:
```
30
Properties=species:S:1:pos:R:3:forces:R:3
C -1.164 -1.449 -0.946 -1.672 0.298 0.736
C 2.291 3.222 1.131 -0.338 -1.359 0.384
C -0.269 -3.417 -1.962 0.167 -1.350 -0.875
C -1.772 -3.746 -1.788 0.125 0.535 0.811
C -2.379 -2.415 -1.183 -0.189 -0.938 -1.322
C 0.080 -2.310 -1.001 0.707 0.504 0.545
C 0.421 1.588 1.238 0.529 -0.587 0.273
C 1.571 2.075 0.314 0.337 0.345 -0.145
C -0.048 2.849 1.916 -0.741 1.737 -0.310
C 1.229 3.645 2.199 0.872 0.374 0.395
H 2.719 4.030 0.506 -0.491 -0.373 0.363
H 0.351 -2.677 0.008 -0.160 0.046 -0.462
H -0.647 3.463 1.217 -0.088 -0.440 0.195
H -3.080 -2.106 -1.982 0.229 0.581 0.725
H 0.275 -4.365 -1.787 0.190 0.633 -0.182
H 0.840 0.951 2.041 -0.065 -0.042 -0.446
H -1.119 -0.624 -1.682 -0.166 -0.489 0.269
H -0.404 1.026 0.759 0.601 0.302 0.024
H -2.295 -4.062 -2.711 0.427 0.188 0.446
H 1.153 2.457 -0.637 0.177 -0.112 0.419
H -2.977 -2.658 -0.285 0.446 0.418 -0.353
H -1.341 -1.002 0.051 0.437 0.073 -0.516
H 0.922 -1.695 -1.373 -0.186 -0.473 0.300
H 2.337 1.316 0.064 -0.683 0.110 0.030
H -1.868 -4.565 -1.049 0.003 0.301 -0.403
H 1.516 3.330 3.221 0.439 0.375 -0.482
H -0.011 -3.064 -2.979 -0.366 -0.330 0.284
H 3.127 2.731 1.664 -0.177 0.426 -0.336
H -0.636 2.725 2.845 0.202 -0.172 -0.573
H 1.175 4.750 2.191 -0.567 -0.582 0.208
```
Forces are in eV/Å.